# 1
Formula: C6H9N
Source: the Open Molecules 2025 dataset
Level of theory: the ωB97M-V functional and the def2-TZVPD basis

XYZ file:
```
16
Properties=species:S:1:pos:R:3:forces:R:3:mulliken_charge:R:1
C 2.112219 1.385644 -0.104221 0.73 0.19 0.28 -0.7489
C 0.203310 0.804756 -0.819970 -1.00 -0.02 -0.21 -0.8530
N 1.439186 0.292929 -0.645866 0.30 0.00 -0.20 -0.0544
C 0.913919 -0.898966 0.092305 0.00 -0.13 0.25 -0.4176
C -0.487475 -0.260573 -0.055213 -0.01 -0.05 -0.12 0.8787
C -1.588096 -0.235109 0.971218 -0.05 0.10 0.18 -0.6717
C -1.794615 -0.930096 -0.342605 -0.11 -0.16 -0.15 -0.7595
H 1.625824 1.977489 0.662560 0.05 -0.02 -0.11 0.3070
H 3.073285 1.670589 -0.515444 -0.03 -0.05 0.13 0.2825
H -0.055432 1.629706 -1.468892 -0.02 -0.13 0.12 0.4549
H 1.311022 -0.969981 1.107274 -0.08 0.03 -0.13 0.3238
H 1.048217 -1.842746 -0.445292 0.05 0.18 0.01 0.2581
H -2.102057 0.707537 1.136075 0.10 -0.13 -0.04 0.2467
H -1.464514 -0.843669 1.863972 0.02 0.10 -0.17 0.2529
H -1.784746 -2.016518 -0.358422 -0.05 0.13 0.04 0.2455
H -2.450043 -0.470985 -1.077480 0.11 -0.05 0.12 0.2551
```
Positions in Å, forces in eV/Å.

## Properties
* Kohn-Sham gap (alpha / beta): 0.2986 / 0.2679 Ha

---

# 2
Formula: C6H9N
Source: the Open Molecules 2025 dataset
Level of theory: the ωB97M-V functional and the def2-TZVPD basis

XYZ file:
```
16
Properties=species:S:1:pos:R:3:forces:R:3:mulliken_charge:R:1
C -1.134770 0.043044 -2.246467 -0.02 0.02 -0.13 -1.1190
C -0.155064 0.109902 -1.121481 -0.09 -0.05 0.09 0.1444
C -0.345519 0.752068 0.068584 -0.21 -0.08 0.02 -0.4061
C 0.546186 0.208309 1.031071 0.04 -0.16 -0.18 0.6898
C 0.283159 0.347451 2.495876 0.01 0.01 0.14 -1.1815
C 1.342168 -0.688531 0.358859 -0.08 -0.04 0.14 -0.8152
N 0.904514 -0.747919 -0.948834 -0.07 0.10 -0.16 -0.0195
H -1.375461 -1.002225 -2.468642 0.06 0.13 -0.09 0.3070
H -2.059587 0.506050 -1.893082 0.10 0.00 -0.16 0.2871
H -0.840661 0.544764 -3.169884 0.12 -0.06 0.00 0.2747
H -1.126430 1.475811 0.263330 -0.02 -0.17 0.02 0.3746
H 0.869792 -0.355626 3.091298 0.05 0.18 -0.02 0.3368
H -0.774795 0.090424 2.634830 0.20 0.05 0.22 0.2768
H 0.414815 1.364632 2.877651 0.13 -0.12 -0.04 0.2820
H 2.146892 -1.327836 0.701808 -0.18 0.13 -0.03 0.3797
H 1.304760 -1.320317 -1.674918 -0.07 0.08 0.18 0.1885
```
Positions in Å, forces in eV/Å.

## Properties
* SMILES: Cc1c[nH]c(C)c1
* Kohn-Sham gap: 0.3261 Ha

---

# 3
Formula: C6H9N
Source: the Open Molecules 2025 dataset
Level of theory: the ωB97M-V functional and the def2-TZVPD basis

XYZ file:
```
16
Properties=species:S:1:pos:R:3:forces:R:3:mulliken_charge:R:1
C 2.818088 0.664775 2.126990 -0.11 -0.10 -0.10 -1.2014
C 1.816149 0.205083 1.123660 -0.52 -0.57 -0.36 0.8963
C 1.007259 -0.291759 0.360163 0.15 -0.33 0.33 -0.3933
C 0.011360 -0.741675 -0.671293 -0.32 -0.20 -0.13 -0.8216
C -1.385296 -0.199102 -0.472495 -0.41 -0.06 0.13 0.1063
C -2.033486 0.468788 -1.586322 -0.22 0.62 -0.19 -0.4204
N -2.303424 -0.954333 -1.371950 -0.26 0.27 0.08 -0.5924
H 2.730149 1.726129 2.397873 -0.21 -0.26 -0.28 0.2914
H 3.850196 0.516968 1.781769 -0.33 -0.04 -0.12 0.2957
H 2.719021 0.095127 3.059788 -0.09 0.05 -0.24 0.2706
H -0.513959 -1.741579 -0.863029 2.91 -0.09 0.88 0.2613
H 0.426530 -0.422919 -1.640145 -0.33 -0.12 0.18 0.2370
H -1.686104 -0.086108 0.562715 -0.11 0.35 -0.12 0.3691
H -1.403735 0.676754 -2.447002 -0.25 0.15 0.02 0.2104
H -2.809209 1.182104 -1.354605 -0.19 0.14 -0.25 0.2807
H -3.243534 -1.098247 -1.006111 0.31 0.18 0.17 0.2103
```
Positions in Å, forces in eV/Å.

## Properties
* SMILES: CC#CC[C@H]1CN1
* Kohn-Sham gap: 0.3796 Ha

---

# 4
Formula: C6H9N
Source: the Open Molecules 2025 dataset
Level of theory: the ωB97M-V functional and the def2-TZVPD basis

XYZ file:
```
16
Properties=species:S:1:pos:R:3:forces:R:3:mulliken_charge:R:1
C 2.852519 0.532066 2.150736 0.11 0.04 0.15 -1.3281
C 1.825144 0.157834 1.191499 -0.32 -0.11 -0.15 1.1344
C 0.960129 -0.162358 0.422987 0.64 0.26 0.27 -0.5108
C -0.005096 -0.502373 -0.602375 0.26 0.20 -0.05 -0.6874
C -1.441671 -0.469734 -0.096390 0.59 -1.15 1.40 -0.0308
C -2.386097 0.169217 -1.871343 -1.22 -0.68 -1.28 -0.8496
N -2.429654 -0.868680 -0.765330 0.68 1.68 1.08 -0.5296
H 2.775630 1.595344 2.396019 0.06 -0.14 0.02 0.2989
H 3.851540 0.340083 1.746336 -0.14 0.03 0.09 0.3069
H 2.728455 -0.049880 3.067837 0.11 0.11 -0.04 0.2867
H 0.100884 -1.568103 -0.863497 0.13 0.29 0.00 0.2470
H 0.255139 0.064961 -1.496808 -0.37 0.03 -0.01 0.3273
H -1.593147 -0.315283 0.962915 0.62 -0.57 0.89 0.4254
H -1.611391 0.112143 -2.644910 -0.48 -0.31 0.01 0.2830
H -2.534830 1.227562 -1.552406 0.39 -0.91 0.23 0.2483
H -3.347550 -0.262799 -2.045267 -1.04 1.23 -2.58 0.3783
```
Positions in Å, forces in eV/Å.

## Properties
* SMILES: CC#CC/C=N\C
* Kohn-Sham gap: 0.3392 Ha

---

# 5
Formula: C6H9N
Source: the Open Molecules 2025 dataset
Level of theory: the ωB97M-V functional and the def2-TZVPD basis

XYZ file:
```
16
Properties=species:S:1:pos:R:3:forces:R:3:mulliken_charge:R:1
C -1.169740 0.772771 -2.640353 -0.09 0.00 0.10 -0.7890
C -0.262612 0.272595 -1.849280 -0.61 0.09 0.20 0.2458
C 0.785836 -0.307693 -1.337843 -0.10 0.97 -0.38 -0.4593
C 1.145189 -0.542117 0.119333 0.21 0.02 -0.12 -0.1750
N 0.481346 0.401973 1.014866 0.10 0.03 -0.16 -0.3307
C 0.268217 -0.039586 2.384721 0.08 -0.08 0.21 -0.3897
C -0.865662 0.056628 1.434048 -0.27 -0.04 -0.05 -0.3757
H -2.064503 0.195022 -2.827710 0.07 -0.09 -0.46 0.2410
H 1.425942 -0.187137 -2.233663 0.85 -1.48 0.91 0.2447
H -1.030746 1.724682 -3.142296 -0.33 0.20 0.52 0.2517
H 0.925185 -1.586457 0.429474 -0.08 0.23 -0.36 0.2545
H 2.225796 -0.430071 0.242676 -0.07 0.09 -0.01 0.3520
H 0.407015 0.711836 3.159828 -0.01 -0.09 -0.22 0.2314
H 0.590607 -1.042073 2.673023 -0.01 0.15 -0.17 0.2275
H -1.291363 -0.882991 1.079112 0.11 0.13 0.00 0.2326
H -1.570506 0.882619 1.494065 0.14 -0.13 -0.02 0.2382
```
Positions in Å, forces in eV/Å.

## Properties
* SMILES: C=C=CCN1CC1
* Kohn-Sham gap: 0.3653 Ha

---

# 6
Formula: C6H9N
Source: the Open Molecules 2025 dataset
Level of theory: the ωB97M-V functional and the def2-TZVPD basis

XYZ file:
```
16
Properties=species:S:1:pos:R:3:forces:R:3:mulliken_charge:R:1
C -2.343801 0.910087 -0.323345 -0.10 0.07 0.08 -1.1958
C -1.133149 0.236814 0.235592 0.11 -0.01 -0.22 0.1305
C 0.111732 0.764227 0.489721 0.03 0.05 -0.14 -0.4220
C 1.080909 -0.262935 0.287667 -0.04 -0.08 -0.05 0.7543
C 2.568772 -0.064126 0.195483 0.02 -0.02 0.05 -1.1578
C 0.378340 -1.405952 -0.012313 0.15 -0.01 0.03 -0.7963
N -0.957919 -1.099347 -0.010133 -0.04 0.08 -0.14 -0.0222
H -3.289809 0.418323 -0.075118 0.11 0.08 0.09 0.3361
H -2.392974 1.963107 -0.040784 -0.03 -0.15 0.10 0.3285
H -2.222426 0.871913 -1.413521 -0.24 0.11 0.09 0.2626
H 0.321855 1.803410 0.722039 -0.05 -0.18 -0.19 0.3454
H 2.923333 -0.388950 -0.790242 0.02 0.05 0.20 0.2743
H 3.135589 -0.614677 0.953557 -0.10 0.08 -0.06 0.2796
H 2.812731 0.999321 0.292808 -0.02 -0.20 0.03 0.3059
H 0.714245 -2.393592 -0.290734 0.03 0.04 0.19 0.3866
H -1.707427 -1.737624 -0.220677 0.16 0.08 -0.06 0.1902
```
Positions in Å, forces in eV/Å.

## Properties
* SMILES: Cc1c[nH]c(C)c1
* Kohn-Sham gap: 0.3228 Ha

---

# 7
Formula: C6H9N2
Source: the Open Molecules 2025 dataset
Level of theory: the ωB97M-V functional and the def2-TZVPD basis

XYZ file:
```
17
Properties=species:S:1:pos:R:3:forces:R:3:mulliken_charge:R:1
C -1.703776 -1.987353 2.455018 0.38 0.53 0.36 0.2496
C -1.336849 -0.871314 2.242937 1.79 5.05 -2.28 -0.7747
C 1.088677 0.392810 0.124198 3.76 -1.64 -2.32 -0.1957
C -0.565413 0.675591 1.842595 -3.84 -6.17 2.78 0.3586
C 0.548561 -0.848444 -1.898446 5.04 2.94 1.06 -1.2614
C 0.538259 0.597521 -1.199688 -0.01 -1.23 -5.16 -0.2564
N 0.516226 0.665121 1.164658 -1.98 3.41 3.73 -0.0435
N -0.991265 1.656514 2.593165 0.20 0.90 1.94 -0.2476
H -1.928864 -2.911630 2.874838 -0.45 -1.15 0.13 0.4615
H 2.123068 0.080117 0.404693 -0.03 0.44 -1.21 0.4063
H 0.223240 -0.844184 -2.859128 -0.69 0.71 -3.19 0.4232
H 1.657914 -1.141764 -1.895774 -1.87 -0.35 0.11 0.3052
H -0.119458 -1.443658 -1.456122 -1.94 -2.71 2.43 0.4191
H -0.494497 0.905500 -1.391525 0.10 0.46 1.30 0.2780
H 1.165264 1.283412 -1.922680 -0.75 -1.06 1.93 0.2871
H -1.461062 1.602207 3.504395 -0.61 -1.12 -0.67 0.3006
H -0.535589 2.537497 2.619870 0.91 0.99 -0.93 0.2899
```
Positions in Å, forces in eV/Å.

## Properties
* expectation value of S²: 2.016
* net charge: +1
* multiplicity: 3
* Kohn-Sham gap (alpha / beta): 0.2283 / 0.2212 Ha

---

# 8
Formula: C6H9N2O2
Source: the Open Molecules 2025 dataset
Level of theory: the ωB97M-V functional and the def2-TZVPD basis

XYZ file:
```
19
Properties=species:S:1:pos:R:3:forces:R:3:mulliken_charge:R:1
C 3.189836 -0.775535 2.576594 -0.34 0.74 0.67 -1.0848
C -0.014923 0.416663 1.601566 -0.75 -0.89 0.04 -0.0552
C 2.039342 -0.195826 1.811931 -1.55 -1.36 0.00 0.4246
C 1.565917 -0.631100 0.597820 1.12 -0.17 -0.19 -0.4882
N 0.960468 0.404765 2.482832 0.76 0.21 -0.63 -0.7228
N 0.268461 -0.278923 0.466119 0.62 0.72 -0.48 0.0089
H -1.035173 0.711934 1.785813 0.08 0.41 0.05 0.4052
H -0.212392 -0.266751 -0.476861 -0.63 0.37 0.87 0.3825
H 2.077555 -1.147638 -0.197422 0.05 -0.07 0.00 0.3877
H 2.847096 -1.612513 3.197475 -0.09 0.15 -0.02 0.2037
H 3.507958 0.019482 3.260759 0.51 -0.33 0.00 0.2911
H 4.005993 -1.174405 1.982506 0.11 0.34 -0.28 0.3299
C -3.374893 0.840514 -2.854330 0.58 0.31 0.67 -0.9151
C -1.939280 0.331928 -2.574807 0.27 0.04 -0.88 0.6019
O -1.246283 0.120590 -3.594287 -0.08 -0.07 0.50 -0.7274
O -1.583616 0.229446 -1.367561 -0.20 -0.11 -0.03 -0.8056
H -4.102852 0.318686 -2.231416 -0.07 -0.04 -0.18 0.2612
H -3.571825 0.795487 -3.917117 -0.24 -0.20 -0.10 0.2942
H -3.381390 1.893196 -2.549614 -0.14 -0.05 0.00 0.2085
```
Positions in Å, forces in eV/Å.

## Properties
* net charge: -1
* Kohn-Sham gap: 0.3073 Ha

---

# 9
Formula: C6H9N2O2
Source: the Open Molecules 2025 dataset
Level of theory: the ωB97M-V functional and the def2-TZVPD basis

XYZ file:
```
19
Properties=species:S:1:pos:R:3:forces:R:3:mulliken_charge:R:1
C 3.577315 0.138982 -0.020885 -1.69 -2.15 0.75 -1.0366
C 0.214409 -1.218333 0.104746 1.37 1.63 0.29 -0.2221
C 2.056926 -0.166728 0.239902 3.35 0.52 -0.68 0.4997
C 1.166986 0.613081 0.895870 -2.08 -0.10 0.32 -0.5967
N 1.522864 -1.312922 -0.211152 -2.00 -0.27 -0.33 -0.6771
N -0.039447 -0.047576 0.785390 -0.12 -1.83 -0.74 0.0017
H -0.568803 -1.835217 -0.271913 -0.37 -0.50 0.21 0.4083
H -1.054564 0.124302 1.078070 0.60 -0.12 0.08 0.3124
H 1.117371 1.491040 1.499693 0.77 0.57 -0.05 0.3954
H 4.037838 -0.602085 -0.698130 -0.60 -0.09 0.35 0.2832
H 4.001244 -0.066255 0.983464 0.62 1.14 -0.71 0.2594
H 3.686730 1.052949 -0.570039 0.38 0.98 0.66 0.3059
C -2.782130 0.847615 -0.904773 -1.18 -0.50 0.02 -0.6828
C -2.932623 -0.490238 -0.144050 1.15 -0.85 1.89 0.5606
O -3.135306 -1.564117 -0.713453 -0.66 0.32 -1.06 -0.6859
O -2.585357 -0.461196 1.111261 -0.57 1.12 -1.06 -0.8084
H -3.282131 0.845266 -1.890451 0.87 -0.39 0.11 0.2778
H -1.701701 0.994898 -0.878071 -0.13 0.43 -0.59 0.1592
H -3.299618 1.656536 -0.395486 0.28 0.09 0.55 0.2458
```
Positions in Å, forces in eV/Å.

## Properties
* net charge: -1
* Kohn-Sham gap: 0.3061 Ha

---

# 10
Formula: C6H9N2O2
Source: the Open Molecules 2025 dataset
Level of theory: the ωB97M-V functional and the def2-TZVPD basis

XYZ file:
```
19
Properties=species:S:1:pos:R:3:forces:R:3:mulliken_charge:R:1
C 0.977635 -0.298979 1.951746 -0.41 1.54 3.42 -0.1911
C -0.201395 0.370432 1.767223 3.32 -1.56 -1.21 -0.6314
C 0.784338 0.254826 -0.441615 3.57 -3.23 3.02 -0.2755
C 1.272915 -2.347035 -3.090750 -0.47 0.85 0.82 0.6103
C -1.503048 -0.285190 -0.122685 -1.66 -2.28 -0.84 -0.6266
C -0.679091 2.065226 -0.067645 -1.20 -0.83 1.38 -0.8794
N 1.686409 -0.528155 0.862464 -1.03 1.79 -6.10 -0.2171
N -0.365786 0.553223 0.339825 0.47 1.54 -0.30 0.5033
O 2.098945 -2.931506 -3.570694 2.87 -2.43 -2.13 -0.2787
O 0.515683 -1.707423 -2.529957 -2.46 1.45 1.24 -0.3461
H 1.500704 -0.413207 2.948462 -1.16 -0.33 -1.10 0.3699
H -0.986121 0.737275 2.303414 -1.57 0.54 1.95 0.6223
H -1.241473 -1.301329 -0.599753 0.13 1.89 0.61 0.2794
H -2.130013 -0.542004 0.753130 0.39 0.42 -0.53 0.2794
H -2.071352 0.345238 -0.801785 -0.06 -0.54 -0.27 0.3794
H -0.534808 2.203950 -1.130989 0.05 -0.31 -0.15 0.3816
H -1.795603 2.117921 0.194754 1.87 0.59 -0.13 0.3980
H 0.028185 2.678445 0.513373 -0.68 -0.12 -0.15 0.3473
H 2.643877 -0.971706 0.721482 -1.98 1.00 0.48 0.2749
```
Positions in Å, forces in eV/Å.

## Properties
* net charge: +1
* Kohn-Sham gap (alpha / beta): 0.2989 / 0.2989 Ha

---

# 11
Formula: C6H9N2OS2
Source: the Open Molecules 2025 dataset
Level of theory: the ωB97M-V functional and the def2-TZVPD basis

XYZ file:
```
20
Properties=species:S:1:pos:R:3:forces:R:3:mulliken_charge:R:1
C -2.602588 1.642714 0.109073 -0.71 -0.26 0.48 -0.7202
C -3.626582 0.762635 0.427926 1.85 -0.72 -1.11 -0.2594
C -1.404160 0.970562 -0.227018 0.58 0.62 0.29 0.4297
C -1.470014 -0.435000 -0.154468 -3.31 1.13 0.60 0.3205
C 1.145514 0.484938 -0.345448 1.77 -1.22 -1.51 -0.0580
C 0.850871 -2.982063 -0.505189 0.99 -2.41 -0.67 -0.5162
N -0.509183 -1.178744 -0.577112 4.21 -0.32 -0.10 -0.2811
N 2.912854 1.865655 0.736829 1.16 0.17 -0.84 -0.7510
O -0.202950 -2.284542 0.093367 -1.77 0.54 0.66 -0.0477
S -3.149317 -0.893226 0.315185 1.57 0.24 0.16 0.0121
S 0.150978 1.783630 -0.515925 -1.59 -0.77 -0.10 0.0489
H -2.618743 2.725433 0.198366 -0.37 -0.23 -0.14 0.3757
H -4.678077 0.788372 0.569482 -0.65 1.05 0.37 0.4396
H 2.103185 0.409722 -1.010430 -2.00 0.28 1.23 0.3804
H 1.685679 -2.363881 -0.699354 0.59 1.32 -0.54 0.2421
H 0.490668 -3.458006 -1.440404 0.38 0.14 0.62 0.2943
H 1.342639 -3.733973 0.185478 -1.56 0.66 -0.42 0.2776
H 2.759584 1.316201 1.577153 0.00 0.85 0.28 0.2854
H 2.935503 2.892856 0.810333 -0.65 -0.73 0.75 0.2504
H 3.884148 1.686719 0.452149 -0.49 -0.36 0.00 0.2771
```
Positions in Å, forces in eV/Å.

## Properties
* net charge: +1
* Kohn-Sham gap (alpha / beta): 0.2350 / 0.2502 Ha

---

# 12
Formula: C6H9N2S
Source: the Open Molecules 2025 dataset
Level of theory: the ωB97M-V functional and the def2-TZVPD basis

XYZ file:
```
18
Properties=species:S:1:pos:R:3:forces:R:3:mulliken_charge:R:1
C -1.264622 0.635959 0.715715 -0.54 2.63 -0.03 0.1192
C -0.234128 1.233853 0.089179 0.20 -1.51 1.13 -0.6619
C 0.601101 -1.030497 -0.130696 -3.20 0.04 0.59 0.2709
C 2.352711 0.626954 -0.281681 0.30 5.10 3.20 -0.2863
C 1.645382 0.954872 -1.495084 0.62 -2.96 -0.41 -0.3952
C -2.372899 -1.474441 0.928195 3.17 -2.27 -0.62 -0.8720
N -1.170518 -0.642399 1.046870 1.61 -0.97 -1.61 -0.2686
N 0.868065 0.367901 -0.339610 -0.79 -0.91 0.39 0.3459
S 1.131095 -2.437906 -0.528855 -0.02 0.89 0.28 -0.0704
H -2.179714 1.324473 0.989841 1.64 -1.69 -0.60 0.3030
H -0.124125 2.174759 -0.289175 -0.09 2.37 -0.45 0.4580
H 2.994477 -0.157901 -0.071853 0.72 -2.00 -0.43 0.2927
H 2.648578 1.474224 0.501288 -1.03 -1.55 -1.97 0.2422
H 1.333453 1.886313 -1.825498 -0.44 1.83 0.08 0.2492
H 1.691578 0.250697 -2.287928 0.30 -0.58 -0.69 0.2514
H -2.698341 -1.561902 1.893833 -0.65 -0.78 2.85 0.4086
H -3.237825 -1.103747 0.469082 -0.67 0.69 -1.90 0.3582
H -1.984270 -2.521211 0.616378 -1.13 1.67 0.20 0.2551
```
Positions in Å, forces in eV/Å.

## Properties
* net charge: +1
* Kohn-Sham gap (alpha / beta): 0.2663 / 0.2662 Ha

---

| no. | strongest force on any atom (eV/Å) |
| --- | --- |
| 1 | 1.02 |
| 2 | 0.30 |
| 3 | 3.04 |
| 4 | 3.04 |
| 5 | 1.93 |
| 6 | 0.28 |
| 7 | 7.78 |
| 8 | 2.06 |
| 9 | 3.46 |
| 10 | 6.44 |
| 11 | 4.22 |
| 12 | 6.03 |